# 1
61
Properties=species:S:1:pos:R:3:mulliken_charge:R:1 method="wB97M-V/def2-TZVPD" orbital_gap_ha=0.3174 smiles="CCOc1ccc(NC(=O)NCCN2CCN(c3cccc(C)c3C)CC2)cc1" relative_energy_kcal_mol=40.7 max_force_ev_per_a=0.6 lumo_ev=0.67
C -6.480 3.242 3.952 -1.427
C -5.142 2.542 3.776 -0.256
O -4.256 3.458 3.165 -0.385
C -2.976 3.073 2.916 0.619
C -2.444 1.819 3.197 -0.363
C -1.124 1.541 2.890 -1.134
C -0.303 2.496 2.300 0.162
C -0.831 3.763 2.048 -0.021
C -2.148 4.040 2.343 -0.633
H -2.562 5.017 2.152 0.428
H -0.198 4.540 1.649 0.539
N 1.031 2.178 2.033 -0.112
C 1.836 2.524 0.971 0.389
O 3.006 2.193 0.964 -0.690
N 1.248 3.264 -0.013 -0.063
H 0.240 3.231 -0.053 0.315
C 1.904 3.383 -1.295 -1.148
H 2.956 3.143 -1.136 0.493
H 1.829 4.417 -1.646 0.370
C 1.265 2.450 -2.334 -0.873
N 1.048 1.126 -1.786 0.515
C 2.275 0.363 -1.632 -0.851
C 1.969 -0.952 -0.924 -0.783
N 1.002 -1.708 -1.699 0.465
C 0.903 -3.081 -1.395 -0.122
C -0.192 -3.608 -0.714 -0.395
C -0.263 -4.961 -0.442 -0.983
C 0.764 -5.798 -0.831 -0.863
C 1.856 -5.299 -1.529 0.966
C 1.921 -3.940 -1.834 0.779
C 3.054 -3.410 -2.663 -1.611
H 3.253 -4.077 -3.500 0.493
H 3.971 -3.331 -2.077 0.320
H 2.801 -2.428 -3.051 0.347
C 2.949 -6.230 -1.963 -1.518
H 2.970 -6.320 -3.049 0.321
H 2.795 -7.221 -1.543 0.388
H 3.922 -5.862 -1.640 0.315
H 0.715 -6.853 -0.601 0.348
H -1.115 -5.358 0.090 0.398
H -0.987 -2.958 -0.385 0.436
C -0.222 -0.948 -1.813 -0.681
C 0.090 0.352 -2.552 -1.262
H -0.829 0.934 -2.663 0.485
H 0.474 0.109 -3.559 0.295
H -0.952 -1.529 -2.381 0.561
H -0.649 -0.689 -0.829 0.355
H 2.883 -1.532 -0.803 0.474
H 1.570 -0.723 0.078 0.116
H 2.978 0.931 -1.022 0.552
H 2.738 0.155 -2.613 0.325
H 1.893 2.435 -3.243 0.382
H 0.286 2.855 -2.609 0.459
H 1.464 1.504 2.649 0.249
H -0.722 0.563 3.116 0.351
H -3.044 1.049 3.655 0.384
H -4.747 2.229 4.753 0.360
H -5.260 1.651 3.143 0.355
H -7.192 2.568 4.420 0.414
H -6.358 4.123 4.576 0.328
H -6.865 3.554 2.985 0.326

# 2
63
Properties=species:S:1:pos:R:3:mulliken_charge:R:1 method="wB97M-V/def2-TZVPD" orbital_gap_ha=0.2842 smiles="CCN(c1ccc(NC(=O)c2cccc(S(=O)(=O)N3CCN(C)CC3)c2)cc1)C(C)C" relative_energy_kcal_mol=23.6 max_force_ev_per_a=1.1 lumo_ev=0.46
C -0.095 -3.039 -1.782 -0.740
H -0.216 -3.405 -2.799 0.413
H -0.905 -3.436 -1.178 0.352
H -0.183 -1.955 -1.781 -0.037
C 1.269 -3.463 -1.222 -1.186
N 1.744 -2.614 -0.151 0.439
C 2.358 -1.428 -0.440 1.324
C 2.997 -0.651 0.543 -0.659
C 3.515 0.593 0.257 -0.028
C 3.457 1.111 -1.031 -0.970
C 2.948 0.305 -2.042 -0.863
C 2.411 -0.930 -1.755 -0.496
H 1.990 -1.488 -2.573 0.329
H 2.934 0.670 -3.059 0.399
N 3.812 2.459 -1.282 -0.093
C 3.245 3.534 -0.686 0.010
O 3.615 4.672 -0.902 -0.665
C 2.135 3.202 0.269 -0.101
C 1.127 2.309 -0.088 0.304
C 0.202 1.919 0.854 -0.306
C 0.208 2.441 2.135 -0.633
C 1.156 3.394 2.465 -0.956
C 2.123 3.763 1.540 -0.654
H 2.889 4.477 1.801 0.479
H 1.162 3.833 3.451 0.428
H -0.522 2.091 2.847 0.527
S -0.943 0.613 0.442 1.916
O -0.859 -0.411 1.446 -0.873
O -0.723 0.214 -0.924 -0.647
N -2.408 1.398 0.662 -0.027
C -3.516 0.561 1.088 -0.886
C -4.150 -0.162 -0.107 -0.685
N -4.552 0.743 -1.169 0.007
C -5.749 1.504 -0.878 -0.983
H -6.020 2.072 -1.767 0.330
H -6.556 0.806 -0.657 0.330
H -5.656 2.203 -0.036 0.334
C -3.420 1.549 -1.588 -0.755
C -2.747 2.297 -0.426 -0.696
H -1.820 2.764 -0.762 0.361
H -3.406 3.074 -0.025 0.425
H -3.752 2.260 -2.347 0.492
H -2.682 0.875 -2.030 0.161
H -5.020 -0.738 0.216 0.458
H -3.407 -0.848 -0.526 0.297
H -3.112 -0.155 1.802 0.492
H -4.246 1.201 1.594 0.369
H 1.059 1.886 -1.077 0.754
H 4.495 2.658 -2.002 0.278
H 3.960 1.181 1.046 0.621
H 3.093 -1.007 1.555 0.491
C 1.515 -3.048 1.218 0.415
C 2.569 -4.080 1.636 -1.552
H 2.452 -4.334 2.686 0.460
H 2.470 -4.991 1.050 0.295
H 3.569 -3.681 1.482 0.366
H 1.601 -2.167 1.858 0.181
C 0.098 -3.573 1.447 -1.490
H -0.109 -4.477 0.880 0.364
H -0.023 -3.802 2.503 0.442
H -0.615 -2.797 1.185 0.210
H 2.017 -3.463 -2.021 0.663
H 1.214 -4.486 -0.847 0.463

# 3
67
Properties=species:S:1:pos:R:3:mulliken_spin:R:1 method="wB97M-V/def2-TZVPD" orbital_gap_ha="0.2205 / 0.2152" relative_energy_kcal_mol=27.2 max_force_ev_per_a=0.9 s2=2.08 multiplicity=3 lumo_ev="-0.83 / -1.14"
V -1.471 2.675 -1.659 2.122
C -3.084 -1.336 -1.967 -0.001
C -2.638 0.028 -1.561 0.018
N -1.835 0.780 -2.240 -0.058
N -1.293 0.375 -3.406 -0.026
C -0.438 1.301 -3.803 -0.005
O -0.192 2.364 -3.120 -0.033
C 0.257 1.117 -5.092 -0.006
C -0.119 0.106 -5.974 -0.002
C 0.549 -0.044 -7.177 0.000
C 1.597 0.809 -7.501 -0.001
C 1.975 1.813 -6.621 0.001
C 1.308 1.971 -5.418 0.000
C -3.082 0.635 -0.308 0.070
C -3.995 0.020 0.541 0.012
C -4.356 0.671 1.710 0.016
C -3.810 1.914 1.998 0.004
C -2.925 2.477 1.094 0.036
N -2.574 1.858 -0.032 -0.045
H -2.587 -1.616 -2.891 0.000
H -2.837 -2.060 -1.188 0.004
H -4.165 -1.353 -2.119 0.005
H -0.937 -0.549 -5.707 -0.001
H 0.253 -0.824 -7.866 0.000
H 2.120 0.687 -8.441 0.000
H 2.794 2.474 -6.872 0.000
H 1.594 2.742 -4.714 0.002
H -4.405 -0.946 0.289 0.002
H -5.063 0.214 2.391 0.001
H -4.073 2.452 2.898 0.001
H -2.500 3.463 1.247 0.003
Se -2.622 4.696 -2.219 -0.046
Se -0.883 5.246 -0.613 0.022
Te 0.641 3.115 -0.084 -0.071
Se 2.666 3.261 -1.342 -0.032
C 3.740 -2.564 2.726 0.000
C 4.562 -2.114 1.518 0.000
C 3.768 -1.399 0.422 0.000
C 3.381 0.047 0.718 0.002
N 2.454 0.201 1.835 0.003
C 1.130 -0.034 1.770 -0.004
S 0.344 -0.307 0.311 0.006
N 0.486 -0.002 2.958 0.001
C -0.934 -0.243 3.122 0.002
C -1.279 -1.714 3.333 0.000
C -0.578 -2.364 4.524 0.000
C -0.888 -1.698 5.860 0.000
H 4.301 -3.276 3.333 0.000
H 2.815 -3.049 2.406 0.000
H 3.468 -1.734 3.381 0.000
H 5.026 -2.998 1.075 0.000
H 5.392 -1.478 1.845 0.000
H 2.860 -1.961 0.191 0.000
H 4.358 -1.386 -0.498 0.000
H 2.925 0.498 -0.161 -0.001
H 4.262 0.643 0.958 0.000
H 2.864 0.299 2.749 0.000
H 1.047 0.023 3.795 0.000
H -1.424 0.113 2.219 0.000
H -1.282 0.370 3.956 -0.001
H -1.026 -2.254 2.417 -0.001
H -2.365 -1.792 3.461 0.000
H 0.503 -2.367 4.351 0.000
H -0.868 -3.416 4.566 0.000
H -0.504 -0.677 5.908 0.000
H -0.443 -2.253 6.687 0.000
H -1.966 -1.650 6.031 0.000

# 4
57
Properties=species:S:1:pos:R:3:mulliken_spin:R:1 method="wB97M-V/def2-TZVPD" orbital_gap_ha="0.1897 / 0.1937" total_charge=+1 relative_energy_kcal_mol=0.0 max_force_ev_per_a=3.9 s2=6.01 multiplicity=5 lumo_ev="-2.29 / -6.20"
C -0.825 2.411 -0.096 0.586
C -1.900 1.466 0.007 0.324
C -1.807 0.550 -1.067 0.198
C -0.683 0.914 -1.887 0.660
C -0.087 2.135 -1.324 -0.041
Pt 0.763 0.700 -0.050 0.897
C 1.199 -2.455 -0.081 0.064
C 1.914 -1.086 0.114 0.458
H 2.461 -1.027 1.065 0.002
C 2.391 -0.258 -0.968 0.371
H 2.263 -0.570 -2.004 0.010
H 3.246 0.408 -0.789 -0.005
C 2.128 -3.598 0.363 0.014
H 2.322 -3.551 1.439 0.000
H 1.665 -4.563 0.140 0.005
H 3.081 -3.536 -0.170 0.002
C 0.868 -2.683 -1.557 -0.003
H 0.163 -1.933 -1.935 0.006
H 1.789 -2.630 -2.148 -0.007
H 0.426 -3.674 -1.719 0.003
C -2.888 1.470 1.115 -0.042
H -2.382 1.707 2.060 0.001
H -3.688 2.215 0.989 0.021
H -3.368 0.493 1.238 0.009
C -2.633 -0.672 -1.249 0.027
H -2.874 -1.130 -0.279 0.022
H -3.587 -0.485 -1.767 0.030
H -2.094 -1.433 -1.830 -0.002
C -0.327 0.387 -3.228 -0.049
H -0.684 -0.639 -3.371 -0.001
H -0.779 0.996 -4.025 0.023
H 0.758 0.395 -3.388 0.022
C 0.958 2.993 -1.942 0.042
H 1.594 2.389 -2.593 -0.008
H 0.555 3.821 -2.533 0.010
H 1.596 3.415 -1.159 0.003
C -0.673 3.653 0.699 0.018
H 0.334 4.076 0.611 0.002
H -1.381 4.417 0.340 0.018
H -0.894 3.485 1.761 0.000
C -0.376 -1.565 1.747 0.061
C -0.088 -2.521 0.772 0.034
C -1.622 -1.553 2.391 0.053
C -0.987 -3.578 0.582 -0.010
H 0.371 -0.796 1.999 -0.070
C -2.527 -2.594 2.179 -0.001
H -1.865 -0.720 3.053 -0.007
C -2.193 -3.626 1.284 0.019
H -0.753 -4.371 -0.138 0.000
H -3.482 -2.608 2.702 0.000
H -2.879 -4.455 1.121 0.001
C 3.193 3.640 2.472 0.002
C 2.345 2.671 1.811 0.081
N 1.714 1.821 1.323 0.137
H 2.620 4.561 2.636 0.001
H 4.067 3.872 1.842 0.006
H 3.538 3.247 3.441 0.004

# 5
71
Properties=species:S:1:pos:R:3:mulliken_spin:R:1 method="wB97M-V/def2-TZVPD" orbital_gap_ha="0.3073 / 0.2217" total_charge=+1 relative_energy_kcal_mol=18.0 max_force_ev_per_a=0.6 s2=8.77 multiplicity=6 lumo_ev="-2.04 / -4.44"
Fe 1.108 0.259 -0.164 3.827
Cl 0.369 -2.341 -6.430 0.018
C 0.215 -2.016 -4.759 0.073
C -0.639 -2.847 -3.960 0.124
Cl -1.460 -4.149 -4.697 0.031
C -0.799 -2.601 -2.617 0.005
Cl -1.828 -3.562 -1.632 -0.004
C -0.123 -1.524 -2.000 0.110
O -0.269 -1.226 -0.766 0.226
C 0.772 -0.691 -2.802 0.230
O 1.381 0.260 -2.238 0.239
C 0.896 -0.971 -4.195 -0.005
Cl 1.922 0.053 -5.111 0.005
C 4.671 -3.243 0.087 0.003
C 4.083 -2.761 1.245 0.000
C 3.198 -1.702 1.154 0.025
N 2.881 -1.112 -0.004 0.025
C 3.480 -1.564 -1.116 0.009
C 4.368 -2.624 -1.114 -0.003
H 5.358 -4.077 0.122 0.000
H 4.301 -3.193 2.211 0.000
H 2.712 -1.305 2.033 0.000
H 3.256 -1.036 -2.032 0.005
H 4.815 -2.946 -2.044 -0.001
C -2.985 3.185 -2.892 0.000
As -1.371 2.115 -3.231 0.001
C -1.860 1.519 -5.036 0.000
C -0.182 3.579 -3.753 0.001
H -3.279 3.758 -3.771 0.000
H -2.795 3.878 -2.070 0.000
H -3.804 2.525 -2.605 0.000
H -1.964 2.365 -5.715 0.000
H -2.807 0.980 -4.990 0.000
H -1.099 0.842 -5.423 0.000
H -0.674 4.251 -4.457 0.000
H 0.711 3.159 -4.215 0.000
H 0.124 4.139 -2.870 0.000
C -1.559 -2.441 4.072 0.000
C -0.976 -2.876 2.745 0.000
N -0.436 -1.709 2.069 -0.002
C 0.215 -0.698 2.704 0.004
N 0.899 0.150 1.974 -0.042
C 1.596 1.256 2.630 0.039
C 0.959 1.645 3.950 -0.002
C 0.826 0.397 4.795 0.001
N 0.083 -0.616 4.057 0.004
C -0.492 -1.699 4.849 0.000
H -1.903 -3.301 4.645 0.000
H -2.413 -1.783 3.899 0.000
H -1.739 -3.315 2.103 0.000
H -0.203 -3.636 2.904 0.000
H -0.265 -1.778 1.074 -0.007
H 1.597 2.111 1.951 0.019
H 2.649 0.990 2.796 0.003
H -0.032 2.070 3.772 0.000
H 1.560 2.393 4.466 0.000
H 0.281 0.600 5.717 0.000
H 1.816 0.019 5.078 0.000
H -0.916 -1.253 5.750 0.000
H 0.297 -2.390 5.171 0.000
C -3.109 3.367 1.287 0.000
N -1.726 3.120 0.925 0.005
C -1.266 1.965 0.413 -0.009
N -2.097 0.916 0.343 0.005
O -0.084 1.906 -0.008 0.039
H -3.188 4.375 1.683 0.000
H -3.436 2.682 2.071 0.000
H -3.774 3.280 0.425 0.000
H -1.083 3.891 0.854 0.000
H -3.023 0.940 0.729 -0.001
H -1.741 0.048 -0.035 -0.004

# 6
67
Properties=species:S:1:pos:R:3:mulliken_spin:R:1 method="wB97M-V/def2-TZVPD" orbital_gap_ha="0.2407 / 0.2352" relative_energy_kcal_mol=16.5 max_force_ev_per_a=3.1 s2=3.85 multiplicity=4 lumo_ev="-0.24 / -0.30"
O 2.268 -2.598 -1.195 0.002
C 3.405 -2.763 -1.631 0.002
C 3.833 -4.019 -2.329 -0.002
C 2.822 -4.783 -2.938 0.000
H 1.844 -4.331 -3.113 0.000
C 3.050 -6.128 -3.225 0.000
H 2.243 -6.742 -3.644 0.000
C 4.313 -6.691 -2.955 0.000
H 4.472 -7.761 -3.113 0.000
C 5.372 -5.884 -2.496 0.000
H 6.365 -6.322 -2.354 0.000
C 5.134 -4.538 -2.215 0.000
H 5.930 -3.887 -1.860 0.000
H 4.223 -2.010 -1.525 0.001
C 1.202 -1.472 2.533 0.005
C 0.584 -0.147 2.282 -0.353
H 1.249 -1.728 3.602 -0.005
H 2.229 -1.512 2.137 -0.005
H 0.631 -2.249 2.014 -0.002
C 0.424 0.858 3.128 0.131
C 0.436 0.753 4.624 -0.021
H 0.273 1.864 2.731 -0.004
H 0.875 -0.191 4.946 0.002
H -0.583 0.799 5.021 0.005
H 0.996 1.576 5.071 0.003
Cr -0.262 0.272 0.427 3.261
Cl -1.299 -1.732 0.285 0.012
Cl 1.769 -0.162 -0.291 0.001
H -0.580 -1.527 -4.172 -0.001
H -2.946 -1.625 -4.249 0.000
C -0.547 -1.218 -3.123 0.004
C -3.031 -1.347 -3.193 0.001
N -1.837 -0.626 -2.791 0.002
H 0.243 -0.485 -2.960 -0.001
C -1.941 0.460 -2.021 0.001
O -0.960 1.000 -1.446 0.004
H -3.897 -0.690 -3.052 0.000
H -2.976 0.823 -1.875 -0.002
H -0.339 -2.094 -2.499 -0.001
H -3.174 -2.258 -2.592 0.000
H 1.042 5.677 0.547 0.000
H 2.152 5.350 -1.750 0.000
C 1.506 4.737 0.863 0.000
C 2.586 4.419 -1.361 -0.001
N 1.747 3.891 -0.292 0.005
H 0.844 4.201 1.544 0.000
C 1.211 2.674 -0.342 0.007
O 0.396 2.240 0.517 -0.042
H 2.648 3.681 -2.171 0.000
H 1.536 2.047 -1.183 -0.002
H 2.452 4.972 1.365 0.001
H 3.596 4.632 -0.987 0.000
N -6.292 2.576 3.712 0.000
C -5.546 3.235 2.779 0.000
O -5.776 4.386 2.419 0.001
C -4.415 2.436 2.212 0.005
C -4.077 1.122 2.564 -0.003
C -2.958 0.520 1.993 0.012
N -2.141 1.150 1.120 -0.036
C -2.522 2.384 0.701 0.011
C -3.600 3.063 1.262 -0.001
H -7.053 3.092 4.120 0.000
H -6.055 1.674 4.092 0.000
H -4.651 0.534 3.276 0.001
H -2.708 -0.514 2.227 0.001
H -1.948 2.848 -0.107 0.000
H -3.785 4.089 0.937 0.000